# 1
{"formula": "H3PS", "method": "ωB97M-V with the def2-TZVPD basis set", "symbols": ["P", "S", "H", "H", "H"], "coordinates": [[-0.76, 1.12, -0.38], [2.04, 0.29, 0.59], [-0.74, 2.29, 0.44], [-1.15, 0.13, 0.69], [2.27, 1.13, 1.60]], "spin_multiplicity": 1, "e_tot_ev": -20169.8733, "e_homo_ev": -9.11, "gap_ha": 0.25132, "relative_energy_kj_mol": 240.48}

---

# 2
{"formula": "H3N3O4S", "method": "ωB97M-V with the def2-TZVPD basis set", "symbols": ["N", "N", "N", "O", "O", "O", "O", "S", "H", "H", "H"], "coordinates": [[-2.47, 1.46, -1.20], [-1.78, 0.73, -0.54], [-1.15, -0.29, -0.46], [-0.64, -2.45, 0.07], [-1.50, -1.39, 0.11], [1.23, -0.93, 0.88], [1.35, -0.01, -0.29], [2.82, 0.75, -0.23], [-2.61, 2.44, -0.94], [0.75, -1.72, 0.51], [3.69, -0.06, -0.78]], "spin_multiplicity": 1, "e_tot_ev": -23531.0858, "e_homo_ev": [-9.21, -9.21], "gap_ha": [0.28913, 0.28910], "relative_energy_kj_mol": 799.45}

---

# 3
{"formula": "C2F3I", "method": "ωB97M-V with the def2-TZVPD basis set", "symbols": ["C", "C", "F", "F", "F", "I"], "coordinates": [[-0.84, -0.29, -1.08], [0.39, 0.21, 0.81], [-0.13, -1.18, -1.82], [-0.49, 0.93, -1.56], [0.18, 1.43, 1.31], [0.88, -1.10, 2.34]], "spin_multiplicity": 1, "e_tot_ev": -18321.5136, "e_homo_ev": -9.49, "gap_ha": 0.29163, "relative_energy_kj_mol": 364.55}

---

# 4
{"formula": "C23H53Br2N7O7", "method": "ωB97M-V with the def2-TZVPD basis set", "symbols": ["C", "N", "C", "C", "O", "H", "H", "H", "H", "H", "H", "H", "C", "N", "C", "C", "O", "H", "H", "H", "H", "H", "H", "H", "C", "N", "C", "C", "O", "H", "H", "H", "H", "H", "H", "H", "C", "N", "C", "C", "O", "H", "H", "H", "H", "H", "H", "H", "C", "N", "C", "C", "O", "H", "H", "H", "H", "H", "H", "H", "C", "N", "C", "C", "O", "H", "H", "H", "H", "H", "H", "H", "C", "N", "C", "C", "O", "H", "H", "H", "H", "H", "H", "H", "Br", "C", "C", "Br", "H", "H", "H", "H"], "coordinates": [[4.14, 4.50, 4.47], [3.29, 5.63, 4.30], [1.91, 5.34, 4.60], [3.66, 6.79, 3.74], [3.04, 7.86, 3.73], [4.00, 3.95, 5.40], [5.22, 4.68, 4.48], [3.87, 3.72, 3.77], [1.95, 4.84, 5.57], [1.22, 6.18, 4.66], [1.55, 4.68, 3.81], [4.67, 6.66, 3.32], [9.64, -3.64, 1.90], [9.57, -2.17, 1.79], [10.73, -1.50, 1.38], [8.40, -1.62, 2.01], [8.17, -0.41, 1.74], [10.23, -3.73, 2.81], [10.26, -4.06, 1.11], [8.68, -4.16, 1.96], [10.57, -0.43, 1.30], [11.34, -1.72, 2.26], [11.19, -1.91, 0.47], [7.70, -2.43, 2.25], [-5.83, 3.11, 8.14], [-5.03, 2.82, 9.32], [-3.96, 1.81, 9.11], [-5.20, 3.40, 10.55], [-4.77, 2.88, 11.65], [-6.85, 2.93, 8.47], [-5.51, 2.49, 7.30], [-5.58, 4.12, 7.83], [-2.98, 2.28, 9.03], [-3.63, 1.30, 10.02], [-3.97, 1.01, 8.38], [-5.78, 4.33, 10.61], [5.40, 8.32, -2.86], [4.04, 7.85, -2.59], [3.05, 8.95, -2.88], [3.60, 6.63, -2.24], [2.39, 6.32, -1.93], [5.75, 9.07, -2.16], [5.50, 8.89, -3.79], [6.08, 7.47, -2.80], [2.04, 8.90, -2.49], [3.56, 9.68, -2.25], [3.03, 9.32, -3.90], [4.43, 5.91, -2.17], [-0.22, 1.44, -7.00], [-0.13, 0.52, -8.07], [-0.56, 1.04, -9.31], [0.45, -0.73, -7.88], [0.73, -1.64, -8.71], [-1.26, 1.37, -6.68], [-0.13, 2.48, -7.29], [0.43, 1.39, -6.12], [-0.24, 0.47, -10.19], [-1.64, 1.11, -9.47], [-0.08, 1.99, -9.54], [0.69, -0.82, -6.81], [-6.41, -6.97, -7.16], [-6.55, -5.75, -6.46], [-7.61, -4.86, -6.89], [-5.70, -5.35, -5.46], [-5.70, -4.27, -4.90], [-6.08, -6.68, -8.15], [-7.40, -7.42, -7.25], [-5.68, -7.68, -6.76], [-7.36, -4.41, -7.85], [-8.58, -5.26, -7.20], [-7.84, -4.09, -6.16], [-5.01, -6.18, -5.23], [-5.17, -7.45, 2.13], [-4.46, -8.64, 1.80], [-2.99, -8.46, 2.07], [-5.02, -9.74, 1.28], [-4.33, -10.58, 0.82], [-5.04, -7.35, 3.21], [-6.25, -7.55, 2.19], [-4.90, -6.57, 1.55], [-2.44, -9.40, 2.05], [-2.53, -7.75, 1.38], [-2.80, -7.97, 3.03], [-6.12, -9.67, 1.28], [0.65, -1.53, 0.78], [-0.99, -1.09, -0.26], [-1.90, -0.14, 0.57], [-2.40, -1.01, 2.31], [-1.33, -2.12, -0.36], [-0.74, -0.56, -1.18], [-2.76, 0.18, 0.00], [-1.40, 0.82, 0.72]], "spin_multiplicity": 1, "e_tot_ev": -189553.7306, "e_homo_ev": -9.15, "gap_ha": 0.34926, "smiles": "CN(C)C=O.CN(C)C=O.CN(C)C=O.CN(C)C=O.CN(C)C=O.CN(C)C=O.CN(C)C=O.BrCCBr", "relative_energy_kj_mol": 78.41}

---

# 5
{"formula": "C3H4N2O", "method": "ωB97M-V with the def2-TZVPD basis set", "symbols": ["N", "C", "N", "C", "C", "O", "H", "H", "H", "H"], "coordinates": [[-0.13, 1.12, 1.80], [0.27, 0.36, 0.74], [-0.81, 0.13, -0.16], [-0.41, -0.58, -1.13], [0.43, -1.43, -1.73], [1.40, -0.06, 0.58], [-1.10, 1.32, 1.93], [0.52, 1.25, 2.56], [-1.11, -1.01, -1.97], [0.95, -1.10, -2.63]], "spin_multiplicity": 1, "e_tot_ev": -8200.0587, "e_homo_ev": -9.51, "gap_ha": 0.34253, "relative_energy_kj_mol": 369.23}

---

# 6
{"formula": "C20H35B2BeF8NO5", "method": "ωB97M-V with the def2-TZVPD basis set", "symbols": ["Be", "B", "F", "F", "F", "F", "B", "F", "F", "F", "F", "N", "C", "C", "C", "C", "C", "H", "H", "H", "H", "H", "C", "C", "O", "C", "H", "H", "H", "H", "H", "H", "C", "C", "O", "C", "H", "H", "H", "H", "H", "H", "C", "C", "O", "C", "H", "H", "H", "H", "H", "H", "C", "C", "O", "C", "H", "H", "H", "H", "H", "H", "C", "C", "O", "C", "H", "H", "H", "H", "H", "H"], "coordinates": [[11.56, -13.66, 10.29], [13.00, -15.48, 8.47], [13.28, -15.37, 9.81], [11.67, -15.16, 8.32], [13.75, -14.51, 7.84], [13.26, -16.72, 7.99], [12.98, -13.05, 13.23], [12.41, -12.05, 12.47], [14.32, -12.77, 13.39], [12.40, -13.21, 14.52], [12.89, -14.18, 12.53], [9.79, -13.46, 12.24], [9.75, -14.14, 13.42], [8.66, -14.11, 14.27], [7.54, -13.41, 13.96], [7.49, -12.70, 12.72], [8.70, -12.73, 11.98], [10.62, -14.73, 13.67], [8.69, -14.68, 15.18], [6.66, -13.43, 14.59], [6.68, -12.10, 12.33], [8.66, -12.06, 11.14], [16.00, -13.02, 9.80], [14.95, -11.98, 10.14], [13.80, -12.23, 10.01], [15.47, -10.75, 10.96], [16.96, -12.51, 9.86], [15.82, -13.20, 8.74], [15.97, -13.92, 10.41], [16.55, -10.68, 10.92], [15.10, -10.81, 11.99], [14.99, -9.89, 10.50], [7.60, -13.43, 7.57], [8.26, -14.34, 8.59], [9.29, -13.95, 9.12], [7.76, -15.73, 8.80], [6.66, -13.94, 7.37], [8.19, -13.27, 6.67], [7.46, -12.48, 8.09], [7.57, -16.23, 7.85], [6.87, -15.65, 9.43], [8.41, -16.41, 9.36], [11.25, -11.93, 5.66], [12.13, -11.95, 6.89], [11.80, -12.50, 7.93], [13.49, -11.31, 6.72], [11.01, -12.94, 5.31], [11.70, -11.34, 4.86], [10.34, -11.44, 6.01], [13.83, -10.76, 7.60], [13.52, -10.55, 5.94], [14.19, -12.14, 6.63], [11.61, -9.10, 9.73], [10.54, -10.10, 10.20], [10.80, -11.28, 10.34], [9.13, -9.52, 10.43], [12.17, -8.67, 10.55], [11.10, -8.24, 9.30], [12.23, -9.66, 9.03], [8.60, -9.67, 9.49], [9.28, -8.45, 10.60], [8.73, -10.06, 11.28], [11.68, -17.63, 12.67], [11.11, -17.26, 11.29], [10.90, -16.11, 10.97], [10.81, -18.37, 10.31], [12.41, -18.43, 12.59], [10.99, -18.01, 13.43], [12.09, -16.74, 13.14], [11.73, -18.75, 9.87], [10.31, -18.01, 9.42], [10.25, -19.19, 10.77]], "total_charge": -1, "spin_multiplicity": 2, "e_tot_ev": -56540.1031, "e_homo_ev": [-1.49, -5.92], "s2": 0.750, "gap_ha": [0.14273, 0.30502]}

---

# 7
{"formula": "C3H9N3O", "method": "ωB97M-V with the def2-TZVPD basis set", "symbols": ["C", "N", "N", "N", "H", "H", "H", "H", "H", "C", "C", "O", "H", "H", "H", "H"], "coordinates": [[-0.06, 1.90, -1.44], [-1.87, -0.46, 0.28], [-0.77, -0.05, -0.40], [-0.45, 1.20, -0.24], [-1.67, -0.95, 1.15], [-2.59, -0.86, -0.31], [0.58, 1.32, -2.11], [0.45, 2.80, -1.13], [-0.98, 2.14, -1.99], [0.90, -1.20, 1.48], [0.95, -0.75, 0.04], [1.76, 0.26, -0.21], [1.07, -1.61, -0.65], [0.45, -2.18, 1.62], [0.32, -0.44, 2.02], [1.91, -1.15, 1.89]], "spin_multiplicity": 1, "e_tot_ev": -9768.8880, "e_homo_ev": [-8.69, -8.69], "gap_ha": [0.27128, 0.27431], "relative_energy_kj_mol": 641.74}

---

Please write out number 5 again, unchanged.
{"formula": "C3H4N2O", "method": "ωB97M-V with the def2-TZVPD basis set", "symbols": ["N", "C", "N", "C", "C", "O", "H", "H", "H", "H"], "coordinates": [[-0.13, 1.12, 1.80], [0.27, 0.36, 0.74], [-0.81, 0.13, -0.16], [-0.41, -0.58, -1.13], [0.43, -1.43, -1.73], [1.40, -0.06, 0.58], [-1.10, 1.32, 1.93], [0.52, 1.25, 2.56], [-1.11, -1.01, -1.97], [0.95, -1.10, -2.63]], "spin_multiplicity": 1, "e_tot_ev": -8200.0587, "e_homo_ev": -9.51, "gap_ha": 0.34253, "relative_energy_kj_mol": 369.23}

---

Repeat the second record exactly.
{"formula": "H3N3O4S", "method": "ωB97M-V with the def2-TZVPD basis set", "symbols": ["N", "N", "N", "O", "O", "O", "O", "S", "H", "H", "H"], "coordinates": [[-2.47, 1.46, -1.20], [-1.78, 0.73, -0.54], [-1.15, -0.29, -0.46], [-0.64, -2.45, 0.07], [-1.50, -1.39, 0.11], [1.23, -0.93, 0.88], [1.35, -0.01, -0.29], [2.82, 0.75, -0.23], [-2.61, 2.44, -0.94], [0.75, -1.72, 0.51], [3.69, -0.06, -0.78]], "spin_multiplicity": 1, "e_tot_ev": -23531.0858, "e_homo_ev": [-9.21, -9.21], "gap_ha": [0.28913, 0.28910], "relative_energy_kj_mol": 799.45}